[1]
18
Properties=species:S:1:pos:R:3:mulliken_charge:R:1 method="wB97M-V/def2-TZVPD" orbital_gap_ha=0.336 homo_energy_ev=-8.21 e_above_lowest_kcal_mol=102.5 charge=0 lumo_ev=0.92
C 2.45 1.27 0.26 -0.733
N 1.27 0.35 0.17 -0.254
P 1.50 -1.22 -0.09 0.160
H 3.12 1.38 -0.68 0.250
H 1.84 2.29 0.38 0.225
H 3.28 1.02 1.07 0.218
H 2.27 -1.43 -1.24 0.039
H 0.14 -1.75 -0.18 0.043
H 2.34 -2.01 0.60 0.040
C -1.96 -1.38 0.14 -1.137
C -1.92 -0.15 0.51 0.307
C -2.23 0.99 -0.34 -1.041
H -1.64 -2.23 0.70 0.508
H -2.23 -1.53 -0.92 0.265
H -1.63 0.25 1.42 0.296
H -2.80 1.84 0.04 0.333
H -2.54 0.68 -1.33 0.301
H -1.27 1.62 -0.49 0.181

[2]
18
Properties=species:S:1:pos:R:3:mulliken_charge:R:1 method="wB97M-V/def2-TZVPD" orbital_gap_ha=0.345 homo_energy_ev=-9.14 e_above_lowest_kcal_mol=19.6 charge=0 lumo_ev=0.25
C -0.18 -0.35 -2.46 -0.451
C 0.34 0.70 -1.73 -0.750
C -0.55 -1.57 -1.89 -0.392
C 0.47 0.50 -0.33 0.859
C -0.03 -0.73 0.20 0.289
C -0.18 -0.27 2.65 0.515
C 0.91 1.54 0.60 -0.677
N -0.47 -1.73 -0.60 -0.632
N -0.06 -1.07 1.54 -0.065
O -1.67 1.20 1.36 -0.564
O -0.27 -0.60 3.82 -0.552
S -0.35 1.47 2.01 0.302
H -0.23 -0.30 -3.48 0.459
H 0.67 1.64 -2.26 0.332
H -1.10 -2.40 -2.42 0.336
H 1.01 2.64 0.35 0.410
H 1.98 1.35 1.07 0.305
H -0.28 -2.04 1.57 0.276

[3]
101
Properties=species:S:1:pos:R:3:mulliken_charge:R:1 method="wB97M-V/def2-TZVPD" orbital_gap_ha=0.326 homo_energy_ev=-8.48 e_above_lowest_kcal_mol=16.8 charge=0 lumo_ev=0.38
C 2.91 -9.16 -26.25 -0.752
O 4.20 -9.66 -25.90 -0.308
C 4.30 -9.88 -24.51 -0.859
C 5.75 -10.17 -24.18 0.355
C 5.97 -10.57 -22.72 -1.159
N 6.63 -9.01 -24.49 -0.492
H 2.74 -8.12 -25.94 0.305
H 2.12 -9.79 -25.84 0.306
H 2.97 -9.12 -27.34 0.246
H 4.02 -8.98 -23.94 0.308
H 3.64 -10.69 -24.18 0.473
H 6.01 -11.05 -24.78 0.366
H 5.52 -11.54 -22.50 0.545
H 5.53 -9.85 -22.03 0.161
H 7.03 -10.75 -22.58 0.027
H 6.11 -8.24 -24.08 0.023
H 6.48 -8.88 -25.50 0.353
C 4.64 -6.51 -20.70 -0.760
O 5.95 -6.00 -20.65 -0.406
C 6.62 -6.10 -21.89 -0.175
C 7.92 -5.28 -21.79 0.303
C 7.58 -3.80 -21.72 -1.530
N 8.80 -5.56 -22.92 -0.516
H 4.66 -7.55 -20.37 0.268
H 4.12 -6.34 -21.65 0.314
H 4.03 -5.98 -19.97 0.280
H 6.80 -7.15 -22.13 -0.129
H 6.01 -5.71 -22.72 0.509
H 8.48 -5.66 -20.93 0.106
H 8.47 -3.17 -21.71 0.448
H 7.07 -3.62 -20.77 0.352
H 6.98 -3.48 -22.57 0.345
H 8.37 -5.23 -23.79 0.243
H 9.65 -5.02 -22.83 0.258
C 11.78 -11.59 -15.44 -0.661
O 11.16 -11.12 -14.26 -0.315
C 11.66 -9.87 -13.84 -0.699
C 11.13 -9.61 -12.40 0.315
C 11.72 -8.31 -11.86 -1.407
N 11.47 -10.76 -11.55 -0.759
H 12.86 -11.47 -15.46 0.378
H 11.37 -11.10 -16.33 0.165
H 11.56 -12.66 -15.48 0.262
H 12.75 -9.92 -13.74 0.449
H 11.42 -8.99 -14.45 0.278
H 10.04 -9.57 -12.46 0.328
H 11.20 -7.43 -12.24 0.350
H 12.77 -8.35 -12.16 0.321
H 11.66 -8.29 -10.77 0.397
H 11.11 -11.57 -12.04 0.333
H 12.48 -10.82 -11.54 0.270
C 10.93 -17.45 -19.08 -0.754
O 9.91 -16.83 -19.83 -0.358
C 9.63 -15.53 -19.34 -0.902
C 8.51 -14.90 -20.16 0.364
C 9.08 -14.17 -21.37 -1.534
N 7.71 -13.98 -19.32 -0.485
H 11.91 -17.00 -19.28 0.304
H 10.96 -18.49 -19.41 0.257
H 10.82 -17.35 -18.00 0.306
H 9.34 -15.65 -18.28 0.505
H 10.55 -14.93 -19.30 0.396
H 7.96 -15.78 -20.50 0.302
H 8.21 -13.87 -21.95 0.316
H 9.64 -14.85 -22.02 0.450
H 9.80 -13.42 -21.03 0.373
H 7.23 -14.61 -18.68 0.331
H 7.08 -13.46 -19.92 0.103
C 12.54 -8.38 -25.87 -0.622
O 11.24 -8.91 -26.07 -0.440
C 10.31 -8.40 -25.09 -0.344
C 10.39 -9.20 -23.78 0.286
C 10.20 -10.67 -24.01 -1.338
N 9.24 -8.76 -22.97 0.202
H 12.51 -7.30 -26.05 0.274
H 13.23 -8.78 -26.61 0.288
H 12.92 -8.60 -24.87 0.257
H 10.49 -7.33 -24.98 0.409
H 9.35 -8.46 -25.60 0.032
H 11.30 -9.05 -23.20 0.411
H 10.18 -11.21 -23.06 0.215
H 11.10 -11.11 -24.45 0.440
H 9.39 -10.95 -24.68 0.276
H 8.33 -8.95 -23.44 -0.415
H 9.23 -7.73 -22.90 0.215
N 7.98 -10.85 -15.28 -0.281
C 7.68 -11.89 -16.08 0.537
N 8.51 -12.14 -17.10 0.121
O 6.67 -12.59 -15.82 -0.784
H 7.50 -10.66 -14.43 0.235
H 8.78 -10.26 -15.42 0.089
H 8.34 -12.93 -17.72 0.171
H 9.29 -11.52 -17.30 0.015
N 9.54 -8.50 -20.07 -0.248
C 9.47 -9.71 -19.46 0.398
N 9.03 -10.70 -20.28 0.040
O 9.69 -9.91 -18.25 -0.728
H 9.21 -8.37 -21.03 0.221
H 9.80 -7.69 -19.54 0.215
H 8.88 -10.43 -21.23 0.132
H 9.06 -11.62 -19.87 -0.069

[4]
10
Properties=species:S:1:pos:R:3:mulliken_charge:R:1 method="wB97M-V/def2-TZVPD" orbital_gap_ha=0.278 homo_energy_ev=-13.53 e_above_lowest_kcal_mol=61.9 charge=+1 lumo_ev=-5.96
C -0.23 -0.44 -0.78 -0.205
C -0.34 0.51 -1.78 0.054
N -0.93 0.86 -0.68 -0.057
S 0.75 -0.62 2.22 -0.393
H -0.93 -1.35 -0.79 0.274
H 0.62 -0.59 -0.13 0.190
H -0.38 0.78 -2.77 0.392
H -1.60 1.47 -0.25 0.303
H 2.00 -1.07 1.93 0.216
H 1.05 0.45 3.02 0.223

[5]
13
Properties=species:S:1:pos:R:3:mulliken_charge:R:1 method="wB97M-V/def2-TZVPD" orbital_gap_ha=0.428 homo_energy_ev=-15.16 e_above_lowest_kcal_mol=20.3 charge=+1 lumo_ev=-3.52
N -0.60 -0.94 0.10 -0.486
C -0.27 -0.45 -1.23 0.427
N -0.78 0.76 -1.52 -0.333
O 0.51 -1.07 -1.90 -0.497
H -1.58 -0.83 0.35 0.351
H -0.33 -1.92 0.12 0.322
H -0.65 1.07 -2.47 0.262
H -1.50 1.21 -1.00 0.216
N 1.02 0.49 1.55 -0.762
H 0.12 -0.24 0.93 0.505
H 1.82 0.37 0.92 0.359
H 0.93 1.49 1.72 0.304
H 1.31 0.08 2.43 0.331

[6]
31
Properties=species:S:1:pos:R:3:mulliken_charge:R:1 method="wB97M-V/def2-TZVPD" orbital_gap_ha=0.308 homo_energy_ev=-11.91 e_above_lowest_kcal_mol=137.3 charge=+1 lumo_ev=-3.54
C -0.46 -0.45 0.20 1.390
C 0.69 -0.11 0.40 -0.691
C -2.72 0.14 0.85 -0.450
C -2.44 -0.80 -1.27 -0.408
C -4.49 0.03 -0.74 -0.223
C -1.82 -0.46 -0.09 0.153
C -4.00 0.48 0.51 0.653
C 2.55 1.62 -0.98 -0.247
C -4.83 1.36 1.39 -1.319
C 4.26 -0.66 1.04 -1.045
C 2.73 -2.14 -0.15 -0.875
C 2.04 0.11 0.71 -0.662
N -3.70 -0.62 -1.56 -0.615
N 2.16 1.32 -2.18 -0.168
N 2.91 -0.90 0.64 0.058
H -2.15 0.50 1.71 0.405
H -1.87 -1.26 -2.10 0.380
H -5.54 0.29 -0.83 0.334
H 3.26 2.32 -0.72 0.336
H -4.51 2.40 1.14 0.277
H -5.95 1.08 1.31 0.358
H -4.63 1.28 2.45 0.366
H 4.93 -0.74 0.18 0.380
H 4.43 0.25 1.55 0.351
H 4.69 -1.44 1.69 0.341
H 2.95 -2.88 0.54 0.400
H 1.79 -2.11 -0.74 0.267
H 3.53 -2.22 -0.94 0.305
H 2.22 0.99 1.39 0.480
H 2.52 1.88 -2.95 0.271
H 1.45 0.72 -2.44 0.198

[7]
273
Properties=species:S:1:pos:R:3:mulliken_charge:R:1 method="wB97M-V/def2-TZVPD" orbital_gap_ha=0.252 homo_energy_ev=-7.88 charge=0 lumo_ev=-1.03
C 5.51 -4.09 2.44 -0.948
N 4.74 -4.97 1.61 0.830
C 5.48 -6.02 0.95 -1.186
P 3.00 -4.98 1.91 -0.680
O 2.38 -3.88 2.77 0.313
N 2.32 -5.11 0.35 0.134
C 0.90 -5.02 0.32 -1.189
C 2.96 -4.40 -0.77 -0.090
N 2.70 -6.52 2.67 0.356
C 1.91 -7.60 2.12 -0.992
C 3.22 -6.69 4.02 -0.735
H 6.47 -3.91 1.97 0.429
H 5.81 -4.69 3.30 0.396
H 4.93 -3.20 2.71 -0.149
H 4.79 -6.85 0.90 0.289
H 6.44 -6.21 1.44 0.474
H 5.54 -5.84 -0.12 0.209
H 0.54 -4.42 -0.51 0.511
H 0.50 -6.04 0.32 0.322
H 0.42 -4.57 1.19 0.188
H 2.43 -3.46 -0.90 -0.186
H 4.02 -4.22 -0.58 -0.028
H 2.87 -4.94 -1.71 0.319
H 0.83 -7.44 2.07 0.234
H 2.23 -7.87 1.11 0.325
H 1.96 -8.49 2.74 0.399
H 3.35 -7.70 4.40 0.440
H 2.49 -6.17 4.64 0.093
H 4.20 -6.22 4.08 0.139
C -0.62 -1.03 8.34 -0.666
N -0.69 -2.41 7.88 0.566
C -1.34 -3.32 8.83 -1.506
P -0.13 -2.98 6.39 -0.169
O 0.41 -1.96 5.46 -0.021
N 1.03 -4.14 6.97 0.407
C 2.42 -3.84 6.92 -0.830
C 0.73 -5.42 7.48 -1.284
N -1.46 -3.79 5.70 0.128
C -1.07 -4.38 4.41 -1.205
C -2.68 -3.09 5.68 -0.903
H 0.25 -0.80 8.94 0.264
H -1.53 -0.79 8.90 0.306
H -0.56 -0.47 7.40 -0.032
H -0.80 -3.30 9.77 0.360
H -1.36 -4.35 8.47 0.447
H -2.40 -3.12 8.98 0.409
H 2.69 -3.65 7.96 0.382
H 2.98 -4.68 6.50 0.436
H 2.68 -2.98 6.32 -0.205
H 0.32 -5.29 8.48 0.418
H 0.14 -6.01 6.78 0.191
H 1.70 -5.89 7.65 0.533
H -0.65 -3.75 3.62 0.228
H -0.20 -5.02 4.54 0.125
H -1.81 -5.08 4.02 0.605
H -2.58 -2.01 5.53 0.192
H -3.21 -3.25 6.61 0.195
H -3.27 -3.51 4.87 0.418
C -4.76 -2.68 -0.42 -0.166
N -5.50 -3.01 0.82 0.427
C -5.39 -4.30 1.42 -0.916
P -6.45 -1.91 1.71 0.062
O -7.11 -2.45 2.95 -0.852
N -5.43 -0.52 1.95 0.679
C -4.74 -0.10 3.25 -0.338
C -5.05 0.33 0.76 -0.724
N -7.62 -1.40 0.55 0.382
C -8.34 -2.42 -0.23 -1.085
C -8.32 -0.14 0.65 -0.937
H -5.42 -2.23 -1.16 -0.314
H -4.39 -3.61 -0.86 0.480
H -3.92 -2.02 -0.19 0.101
H -4.66 -4.29 2.22 0.193
H -5.09 -5.06 0.70 0.354
H -6.33 -4.69 1.81 0.300
H -5.46 0.40 3.89 0.371
H -4.31 -0.91 3.84 0.024
H -4.02 0.67 2.97 -0.094
H -3.98 0.36 0.53 -0.061
H -5.38 -0.19 -0.14 0.128
H -5.50 1.32 0.67 0.436
H -7.65 -2.99 -0.84 0.318
H -9.03 -2.98 0.40 0.308
H -8.99 -1.95 -0.97 0.360
H -8.85 0.13 -0.25 0.383
H -7.62 0.67 0.85 0.175
H -9.05 -0.21 1.46 0.310
C 6.99 1.04 -2.33 -0.819
N 6.99 -0.41 -2.32 0.429
C 7.79 -1.03 -3.33 -1.062
P 5.81 -1.27 -1.44 0.254
O 6.11 -2.68 -1.22 -1.045
N 5.42 -0.36 -0.03 0.908
C 6.44 0.31 0.85 -1.067
C 4.16 -0.73 0.75 -0.368
N 4.36 -1.12 -2.46 0.818
C 3.68 0.15 -2.60 -0.696
C 4.21 -1.98 -3.64 -1.135
H 6.51 1.39 -1.42 -0.105
H 6.60 1.47 -3.26 0.325
H 7.95 1.46 -2.04 0.414
H 7.55 -2.09 -3.37 0.252
H 8.84 -0.81 -3.15 0.344
H 7.48 -0.61 -4.29 0.332
H 7.36 0.52 0.30 0.422
H 6.07 1.28 1.17 0.133
H 6.53 -0.33 1.74 0.298
H 4.37 -1.64 1.32 -0.059
H 3.83 0.05 1.43 0.287
H 3.25 -0.93 0.17 -0.191
H 3.61 0.69 -1.66 0.095
H 4.11 0.69 -3.45 0.464
H 2.64 0.02 -2.90 -0.139
H 3.66 -1.44 -4.41 0.278
H 3.57 -2.84 -3.46 0.255
H 5.10 -2.38 -4.12 0.321
C 3.24 5.98 -1.08 -1.082
N 3.96 5.06 -0.12 0.625
C 5.26 4.52 -0.52 -0.883
P 3.37 4.79 1.53 -0.060
O 4.02 3.71 2.22 -0.773
N 3.41 6.33 2.32 0.227
C 4.74 7.07 2.36 -0.992
C 2.69 6.56 3.58 -1.315
N 1.67 4.36 1.34 0.663
C 0.63 5.40 1.01 -1.234
C 1.42 2.97 0.96 -0.537
H 3.85 6.33 -1.91 0.564
H 2.83 6.78 -0.46 0.365
H 2.41 5.47 -1.57 0.143
H 5.24 4.22 -1.57 0.497
H 5.50 3.62 0.06 -0.087
H 6.04 5.27 -0.39 0.327
H 4.92 7.34 1.32 0.286
H 4.80 7.95 3.00 0.404
H 5.61 6.54 2.75 0.316
H 3.21 6.44 4.53 0.378
H 2.30 7.58 3.55 0.454
H 1.78 5.97 3.71 0.354
H 0.92 6.42 1.25 0.440
H 0.41 5.25 -0.05 0.266
H -0.29 5.30 1.57 0.432
H 1.86 2.22 1.62 -0.489
H 1.77 2.84 -0.07 0.485
H 0.35 2.78 1.02 0.252
C 0.62 -0.35 -10.14 -1.102
N 0.19 -0.94 -8.90 0.305
C -0.90 -1.94 -9.05 -0.931
P 1.16 -0.73 -7.54 0.315
O 1.99 0.46 -7.59 -0.947
N 0.04 -0.77 -6.26 0.846
C -1.18 0.03 -6.29 -1.221
C 0.57 -1.05 -5.00 -1.408
N 2.03 -2.21 -7.42 0.560
C 1.36 -3.51 -7.44 -1.294
C 3.56 -2.43 -7.50 -0.849
H 0.00 -0.67 -10.97 0.384
H 1.64 -0.67 -10.35 0.304
H 0.59 0.73 -10.08 0.244
H -1.77 -1.78 -9.68 0.396
H -1.26 -2.13 -8.04 0.256
H -0.45 -2.91 -9.26 0.304
H -1.26 0.57 -5.35 -0.017
H -1.25 0.80 -7.06 0.394
H -2.08 -0.57 -6.32 0.496
H 1.05 -0.18 -4.54 0.127
H -0.22 -1.32 -4.30 0.605
H 1.19 -1.95 -4.95 0.241
H 1.88 -4.14 -6.72 0.447
H 0.34 -3.37 -7.08 0.419
H 1.46 -3.88 -8.46 0.276
H 3.89 -3.29 -8.07 0.359
H 3.94 -2.73 -6.52 0.113
H 3.99 -1.45 -7.72 0.299
C -6.62 -0.59 -3.32 -0.841
N -5.60 0.24 -4.03 0.740
C -4.46 0.85 -3.20 -1.150
P -5.73 0.49 -5.65 -0.317
O -4.44 0.81 -6.36 -0.680
N -6.47 -0.92 -6.36 0.485
C -7.94 -1.18 -6.50 -1.002
C -5.65 -1.87 -7.08 -1.021
N -6.91 1.74 -5.86 0.341
C -8.16 1.77 -5.13 -0.791
C -6.71 2.60 -7.03 -1.145
H -7.49 -0.80 -3.94 0.213
H -6.97 0.02 -2.49 0.478
H -6.30 -1.52 -2.84 -0.047
H -4.10 1.79 -3.61 0.359
H -3.63 0.17 -3.01 0.377
H -4.73 1.11 -2.18 0.063
H -8.65 -0.80 -5.76 0.328
H -8.30 -0.80 -7.45 0.375
H -8.08 -2.23 -6.76 0.293
H -5.37 -1.47 -8.05 0.288
H -4.74 -2.10 -6.52 0.250
H -6.14 -2.84 -7.19 0.384
H -8.45 2.81 -4.97 0.383
H -8.93 1.34 -5.77 0.282
H -8.03 1.28 -4.16 0.094
H -7.68 2.63 -7.51 0.396
H -6.08 2.03 -7.72 0.361
H -6.52 3.61 -6.68 0.264
O -3.88 3.23 -0.66 -0.485
N -3.62 4.35 -1.06 0.981
O -3.64 4.66 -2.26 -0.610
C -3.11 5.34 -0.01 0.120
C -2.55 6.55 -0.46 -0.297
C -2.16 7.55 0.41 -0.683
C -2.45 7.42 1.76 -0.436
C -3.14 6.27 2.22 -0.549
C -3.36 5.22 1.38 -0.420
H -2.43 6.69 -1.52 0.404
H -1.83 8.51 0.04 0.441
H -2.14 8.21 2.43 0.444
H -3.42 6.23 3.27 0.581
H -3.93 4.38 1.72 0.481
O 0.60 -1.11 -1.76 -0.404
N -0.32 -0.45 -1.32 1.118
O -1.09 0.21 -2.02 -0.335
C -0.45 -0.38 0.18 -1.167
C 0.30 -1.27 0.98 0.369
C 0.19 -1.16 2.33 0.277
C -0.60 -0.17 2.91 0.215
C -1.20 0.76 2.10 0.420
C -1.19 0.59 0.74 -1.114
H 0.83 -2.08 0.50 0.218
H 0.70 -1.90 2.94 0.092
H -0.67 -0.18 3.99 -0.127
H -1.88 1.43 2.60 0.083
H -1.85 1.22 0.15 0.551
O 0.05 6.77 -2.41 -0.546
N 0.76 6.67 -3.31 1.135
O 1.53 7.57 -3.61 -0.659
C 0.75 5.37 -4.09 0.061
C 1.55 5.28 -5.28 -0.863
C 1.52 4.11 -5.97 -0.569
C 0.86 2.99 -5.51 -0.627
C 0.14 3.05 -4.30 0.024
C -0.03 4.27 -3.64 -0.555
H 2.15 6.10 -5.65 0.506
H 2.15 3.98 -6.84 0.429
H 0.95 2.11 -6.14 0.513
H -0.36 2.17 -3.92 0.362
H -0.68 4.41 -2.79 0.712
O -3.62 3.55 4.22 -0.499
N -3.04 4.19 5.11 0.969
O -3.43 5.31 5.46 -0.611
C -1.77 3.68 5.75 -0.018
C -1.27 2.42 5.51 0.344
C -0.08 1.96 6.05 -0.066
C 0.66 2.82 6.86 -1.012
C 0.14 4.10 7.11 -0.888
C -1.04 4.55 6.56 -0.452
H -1.84 1.71 4.92 0.329
H 0.31 0.98 5.83 0.498
H 1.45 2.35 7.43 0.504
H 0.64 4.75 7.81 0.429
H -1.27 5.61 6.52 0.484
O 6.99 0.63 7.41 -0.629
N 6.28 -0.23 6.93 1.036
O 6.46 -1.44 7.04 -0.601
C 5.24 0.29 6.01 -0.664
C 5.11 1.70 5.74 -0.555
C 4.13 2.10 4.88 -0.693
C 3.23 1.15 4.31 -0.293
C 3.32 -0.19 4.58 0.800
C 4.36 -0.61 5.36 -0.644
H 5.73 2.41 6.27 0.539
H 4.09 3.13 4.55 0.469
H 2.44 1.48 3.65 0.279
H 2.69 -0.96 4.18 0.478
H 4.34 -1.68 5.55 0.416